{
  "formula": "C41H41AsNO6OsP3",
  "method": "wB97M-V/def2-TZVPD",
  "species": ["Os", "As", "P", "P", "P", "O", "O", "O", "O", "O", "O", "N", "C", "C", "C", "C", "C", "C", "C", "C", "C", "C", "C", "C", "C", "C", "C", "C", "C", "C", "C", "C", "C", "C", "C", "C", "C", "C", "C", "C", "C", "C", "C", "C", "C", "C", "C", "C", "C", "C", "C", "C", "C", "H", "H", "H", "H", "H", "H", "H", "H", "H", "H", "H", "H", "H", "H", "H", "H", "H", "H", "H", "H", "H", "H", "H", "H", "H", "H", "H", "H", "H", "H", "H", "H", "H", "H", "H", "H", "H", "H", "H", "H", "H"],
  "coordinates": [[-0.53, -0.03, -1.53], [-1.00, 0.62, 1.36], [1.79, 0.33, -1.62], [-3.61, -0.61, -1.87], [-1.58, -2.91, -1.31], [-1.66, -2.25, 0.20], [-0.49, -2.14, -2.04], [-2.56, 0.08, -1.01], [-3.47, 0.07, -3.30], [-4.99, -0.68, -1.33], [-1.55, -4.37, -1.13], [-4.29, -3.19, -1.44], [2.29, -1.67, 3.07], [2.58, -2.78, 3.98], [1.92, 2.13, -1.73], [-1.07, 2.52, 1.79], [-3.34, -0.63, 2.76], [-0.55, 1.97, -2.13], [-4.42, -0.54, 3.65], [-3.08, -2.84, -3.58], [0.21, -3.14, 4.36], [-0.36, 4.81, 1.85], [-1.35, 5.12, 2.79], [1.80, -0.53, -4.62], [-2.23, 4.15, 3.21], [-2.95, 1.74, 3.07], [1.62, 1.08, 2.25], [0.51, 0.23, 2.74], [-4.78, 0.68, 4.22], [4.28, -1.04, -4.55], [-2.11, 2.84, 2.71], [1.59, -3.53, 4.50], [5.49, -1.11, -3.89], [3.11, 2.86, -1.68], [-0.22, 3.51, 1.35], [3.22, -0.29, -2.54], [5.58, -0.77, -2.54], [2.00, -0.18, 0.13], [2.22, 0.92, 1.07], [1.52, -2.02, 1.79], [1.86, 4.89, -2.00], [0.68, 4.17, -2.07], [0.70, 2.78, -1.95], [1.92, -2.59, -0.56], [0.83, -1.24, 2.92], [3.08, 4.24, -1.81], [1.78, -1.49, 0.45], [3.12, -0.62, -3.90], [-3.17, -2.43, -2.11], [-2.59, 0.49, 2.49], [4.44, -0.37, -1.87], [-4.07, 1.82, 3.92], [-0.14, -2.02, 3.70], [3.62, -2.97, 4.21], [1.83, -4.37, 5.14], [-3.93, -3.80, -0.70], [1.92, -0.76, -5.67], [-4.01, -2.64, -4.11], [4.05, 2.35, -1.55], [-4.94, -2.42, -1.09], [2.94, 1.66, 0.75], [0.55, 3.28, 0.63], [-4.38, 2.77, 4.34], [3.05, -0.92, 2.94], [6.53, -0.82, -2.03], [-1.42, 2.47, -1.69], [1.14, -3.34, -0.47], [-0.54, -3.70, 4.91], [4.49, -0.13, -0.81], [0.12, 0.61, 3.68], [1.08, -1.23, -4.19], [-2.28, -2.30, -4.07], [1.84, 5.96, -2.11], [-1.44, 6.12, 3.18], [-1.14, -1.62, 3.78], [0.32, 5.58, 1.51], [-4.80, -3.78, -2.10], [1.24, -3.07, 1.77], [-4.99, -1.43, 3.89], [-3.01, 4.41, 3.92], [1.39, 0.48, -4.53], [-1.60, -2.99, 0.83], [-0.26, 4.68, -2.23], [-0.76, 1.87, -3.21], [1.94, -2.25, -1.59], [-4.30, 0.13, -3.80], [-5.63, 0.74, 4.89], [-3.10, -1.58, 2.30], [4.00, 4.80, -1.78], [1.90, 1.93, 2.87], [-2.85, -3.91, -3.65], [2.87, -3.10, -0.36], [4.23, -1.31, -5.60], [6.38, -1.43, -4.42]],
  "lowdin_charge": [1.27, 1.44, 0.98, 0.36, 0.31, -0.22, -0.44, -0.53, -0.12, -0.27, -0.25, 0.18, -0.10, -0.02, -0.31, -0.26, -0.07, -0.29, 0.02, -0.07, -0.06, 0.03, -0.02, -0.04, 0.03, -0.14, -0.13, -0.29, -0.02, -0.02, -0.14, -0.07, -0.05, -0.06, -0.05, -0.31, -0.06, -0.34, -0.11, -0.11, -0.05, -0.04, -0.34, -0.04, -0.32, -0.05, -0.23, -0.26, -0.49, -0.26, -0.09, 0.03, -0.04, 0.12, 0.11, 0.15, 0.09, 0.10, 0.11, 0.13, 0.11, 0.10, 0.13, 0.15, 0.11, 0.07, 0.08, 0.11, 0.11, 0.12, 0.07, 0.09, 0.12, 0.13, 0.09, 0.13, 0.17, 0.15, 0.13, 0.12, 0.08, 0.09, 0.12, 0.08, 0.05, 0.11, 0.13, 0.10, 0.12, 0.13, 0.10, 0.12, 0.12, 0.12],
  "total_energy_ha": -5443.24662,
  "total_charge": 2,
  "s_squared": 6.055,
  "spin_multiplicity": 5
}

=====

{
  "formula": "C6H11N2O2S2",
  "method": "wB97M-V/def2-TZVPD",
  "species": ["S", "S", "O", "O", "N", "N", "C", "C", "C", "C", "C", "C", "H", "H", "H", "H", "H", "H", "H", "H", "H", "H", "H"],
  "coordinates": [[0.81, 2.12, -0.11], [-0.27, -0.13, 1.96], [1.28, -1.48, -0.81], [2.61, -0.21, 0.48], [-0.73, 0.03, -0.54], [-2.71, -1.05, -1.03], [-1.75, -0.96, 1.27], [1.49, -0.54, -0.09], [-0.90, 2.85, -0.20], [3.79, -0.97, 0.26], [0.32, 0.39, 0.30], [-1.74, -0.68, -0.22], [3.55, -2.07, 0.35], [4.21, -0.64, -0.78], [-0.67, 0.12, -1.56], [4.53, -0.70, 1.00], [-1.52, -1.95, 1.61], [-3.66, -1.32, -0.78], [-2.74, -0.68, 1.50], [-1.47, 2.24, -0.93], [-2.36, -1.13, -1.99], [-0.73, 3.88, -0.55], [-1.33, 2.88, 0.87]],
  "lowdin_charge": [0.92, 1.03, 0.14, -0.05, 0.01, 0.24, -0.30, -0.60, -0.34, -0.01, -0.87, -0.36, 0.12, 0.14, 0.19, 0.09, 0.09, 0.16, 0.09, 0.03, 0.16, 0.05, 0.07],
  "e_above_lowest_kj_mol": 0.0,
  "smiles": "COC(=O)[C@@]1(SC)NC(=[NH2+])CS1",
  "total_charge": 1
}

=====

{
  "formula": "C36H34BF6GaN7O4PS",
  "method": "wB97M-V/def2-TZVPD",
  "species": ["Ga", "S", "P", "F", "F", "F", "F", "F", "F", "O", "O", "O", "O", "N", "N", "N", "N", "N", "N", "N", "C", "C", "C", "C", "C", "C", "C", "C", "C", "C", "C", "C", "C", "C", "C", "C", "C", "C", "C", "C", "C", "C", "C", "C", "C", "C", "C", "C", "C", "C", "C", "C", "C", "C", "C", "C", "B", "H", "H", "H", "H", "H", "H", "H", "H", "H", "H", "H", "H", "H", "H", "H", "H", "H", "H", "H", "H", "H", "H", "H", "H", "H", "H", "H", "H", "H", "H", "H", "H", "H", "H"],
  "coordinates": [[0.05, -0.02, 0.04], [6.72, 2.81, 0.22], [-1.19, -2.52, -2.30], [-0.22, -1.87, -3.43], [0.11, -3.36, -1.83], [-2.52, -1.86, -1.69], [-0.62, -1.31, -1.30], [-1.80, -3.95, -1.85], [-2.02, -2.72, -3.68], [1.33, -0.02, 1.22], [6.29, 3.81, 1.18], [7.14, 3.34, -1.07], [7.57, 1.76, 0.76], [-2.41, 0.95, -0.83], [-2.43, -0.84, 0.97], [-1.18, 0.74, -1.36], [-1.75, 1.48, 1.54], [-0.43, 1.33, 1.41], [1.57, -0.01, -1.25], [-1.20, -1.36, 0.77], [-2.52, 1.56, -2.97], [-0.22, -4.91, 1.46], [-0.81, 2.87, 2.98], [3.60, 3.31, 3.52], [2.21, 3.19, 3.38], [0.84, 1.37, -5.88], [-0.24, 1.45, -5.00], [1.16, 0.57, -3.25], [2.23, 0.49, -4.12], [5.18, 1.94, -0.21], [5.10, 0.52, -0.13], [3.92, -0.12, -0.51], [4.08, 2.68, -0.59], [1.67, 2.30, 2.46], [-0.08, 1.05, -3.67], [-4.67, 1.79, -1.57], [3.92, 1.65, 1.80], [-3.26, -1.79, 1.43], [2.82, 0.63, -0.96], [-1.25, -2.66, 1.12], [-3.38, 2.84, 2.91], [0.18, 2.17, 2.29], [-1.23, 1.11, -2.69], [2.25, -3.99, 0.59], [1.16, -3.13, 0.64], [2.07, 0.89, -5.44], [-0.09, -3.58, 1.07], [4.45, 2.55, 2.73], [-4.70, -1.59, 1.77], [-3.23, 1.44, -1.78], [2.56, 1.54, 1.68], [-2.01, 2.40, 2.48], [2.10, -5.32, 0.98], [2.89, 2.02, -0.94], [0.86, -5.78, 1.41], [-2.55, -2.97, 1.55], [-2.73, 0.66, 0.68], [1.58, 3.81, 4.01], [1.70, -0.99, -1.54], [4.60, 1.01, 1.10], [-5.11, 2.17, -2.50], [4.15, 3.76, -0.61], [-2.91, 1.92, -3.90], [5.52, 2.65, 2.84], [-0.68, 3.61, 3.75], [5.96, -0.05, 0.19], [2.03, 2.62, -1.21], [-1.18, 1.82, -5.37], [4.01, 4.01, 4.25], [0.72, 1.68, -6.91], [-3.31, 3.60, 3.69], [1.30, -2.10, 0.33], [-1.17, -5.30, 1.80], [2.95, -5.99, 0.94], [3.19, 0.12, -3.77], [-2.92, -3.91, 1.90], [-5.22, 0.90, -1.25], [1.34, 0.19, -2.13], [0.75, -6.81, 1.71], [-3.94, 1.98, 3.30], [3.86, -1.20, -0.45], [-5.25, -1.26, 0.88], [2.16, 0.78, 0.92], [-4.80, -0.83, 2.55], [2.91, 0.83, -6.13], [-4.75, 2.57, -0.80], [-5.14, -2.53, 2.13], [0.93, 0.67, -2.12], [-3.86, 0.92, 0.93], [3.21, -3.63, 0.25], [-3.92, 3.27, 2.05]],
  "lowdin_charge": [0.16, 0.42, 0.35, -0.14, -0.14, -0.11, -0.20, -0.16, -0.16, -0.18, -0.35, -0.34, -0.35, 0.07, 0.07, 0.09, 0.05, 0.08, 0.12, 0.11, 0.04, -0.02, 0.04, -0.07, -0.04, -0.06, -0.02, -0.08, 0.00, -0.27, -0.09, 0.01, -0.04, -0.10, -0.10, -0.01, -0.06, -0.26, -0.25, -0.17, -0.02, -0.12, -0.12, -0.06, -0.04, -0.06, -0.14, -0.05, -0.01, -0.26, -0.05, -0.26, -0.09, 0.00, -0.08, 0.05, -0.44, 0.09, 0.17, 0.06, 0.08, 0.14, 0.11, 0.09, 0.11, 0.14, 0.14, 0.10, 0.10, 0.10, 0.08, 0.06, 0.10, 0.10, 0.12, 0.11, 0.09, -0.25, 0.10, 0.08, 0.12, 0.08, 0.00, 0.08, 0.10, 0.08, 0.08, 0.07, 0.12, 0.10, 0.08],
  "total_energy_ha": -5364.64312,
  "total_charge": -1,
  "s_squared": 0.756,
  "spin_multiplicity": 2
}

=====

{
  "formula": "C18H42ClN6O6",
  "method": "wB97M-V/def2-TZVPD",
  "species": ["Cl", "O", "O", "O", "O", "O", "O", "N", "N", "N", "N", "N", "N", "C", "C", "C", "C", "C", "C", "C", "C", "C", "C", "C", "C", "C", "C", "C", "C", "C", "C", "H", "H", "H", "H", "H", "H", "H", "H", "H", "H", "H", "H", "H", "H", "H", "H", "H", "H", "H", "H", "H", "H", "H", "H", "H", "H", "H", "H", "H", "H", "H", "H", "H", "H", "H", "H", "H", "H", "H", "H", "H", "H"],
  "coordinates": [[-0.62, 0.11, 0.25], [0.13, -5.32, 1.48], [-2.25, 5.26, 2.14], [2.79, -0.16, 4.66], [4.54, 1.61, -0.95], [-0.72, 3.08, -4.19], [-1.97, -3.20, -3.83], [-1.62, 1.86, -2.53], [1.93, -0.94, 2.71], [-1.26, 3.30, 1.61], [-1.73, -2.48, -1.69], [-0.74, -3.25, 1.46], [2.64, 0.38, -1.22], [0.51, 2.93, -2.15], [-3.15, 4.09, 0.27], [-0.18, 3.42, 2.58], [-1.42, -2.47, -3.01], [-1.81, -3.55, 2.38], [-0.65, 2.62, -3.05], [3.07, -0.31, -2.42], [0.14, -4.17, 1.03], [3.14, -1.43, 2.13], [3.43, 1.25, -0.56], [0.43, 0.01, 4.33], [1.85, -0.35, 3.91], [1.13, -3.69, 0.00], [-2.18, 4.25, 1.45], [-2.76, -3.35, -1.18], [2.88, 1.79, 0.74], [-0.32, -1.51, -3.44], [-2.85, 1.53, -3.24], [3.24, -2.52, 2.17], [-3.58, -3.35, -1.90], [1.23, -2.60, 0.03], [-0.60, -0.91, -4.30], [-2.75, 1.67, -4.31], [-2.44, -4.39, -1.08], [0.55, -2.13, -3.64], [-2.38, -4.39, 1.98], [-2.48, -2.71, 2.53], [-1.53, 1.42, -1.62], [-0.44, 2.94, 3.53], [-1.25, 2.52, 0.97], [1.94, 1.31, 1.03], [-3.65, 2.21, -2.93], [4.03, -1.04, 2.62], [2.66, 0.12, -3.34], [2.72, 2.87, 0.66], [-1.32, -1.76, -1.10], [0.67, 2.87, 2.20], [1.08, -1.00, 2.16], [0.51, 3.99, -1.88], [-1.44, -3.85, 3.36], [1.65, 0.32, -1.02], [-3.13, -3.01, -0.22], [-3.23, 5.05, -0.24], [-2.84, 3.30, -0.41], [-4.12, 3.83, 0.70], [-0.16, -0.92, 4.32], [0.37, 0.46, 5.31], [4.15, -0.37, -2.49], [-0.08, 0.63, 3.59], [3.20, -1.20, 1.06], [3.64, 1.63, 1.51], [-0.04, 4.48, 2.78], [-0.76, -2.32, 1.06], [2.12, -4.11, 0.13], [-3.14, 0.51, -2.98], [1.44, 2.71, -2.66], [0.77, -3.93, -1.00], [2.68, -1.33, -2.38], [-0.09, -0.72, -2.71], [0.44, 2.40, -1.20]],
  "lowdin_charge": [-0.06, 0.02, 0.01, 0.03, 0.02, 0.01, 0.02, 0.00, 0.02, 0.01, 0.00, 0.00, 0.01, 0.00, 0.01, -0.05, -0.56, -0.08, -0.56, -0.07, -0.56, -0.08, -0.57, 0.00, -0.56, 0.00, -0.56, -0.08, -0.02, -0.01, -0.06, 0.08, 0.08, 0.05, 0.08, 0.08, 0.09, 0.08, 0.08, 0.08, 0.01, 0.07, 0.03, 0.02, 0.08, 0.09, 0.08, 0.08, -0.01, 0.06, 0.06, 0.09, 0.08, 0.03, 0.07, 0.08, 0.05, 0.08, 0.08, 0.08, 0.08, 0.05, 0.07, 0.09, 0.08, 0.01, 0.08, 0.08, 0.08, 0.08, 0.07, 0.04, 0.03],
  "e_above_lowest_kj_mol": 44.8,
  "total_charge": -1
}

=====

{
  "formula": "C25H39ClF3I2N3O11P2S",
  "method": "wB97M-V/def2-TZVPD",
  "species": ["I", "I", "Cl", "S", "P", "P", "F", "F", "F", "O", "O", "O", "O", "O", "O", "O", "O", "O", "O", "O", "N", "N", "N", "C", "C", "C", "C", "C", "C", "C", "C", "C", "C", "C", "C", "C", "C", "C", "C", "C", "C", "C", "C", "C", "C", "C", "C", "C", "H", "H", "H", "H", "H", "H", "H", "H", "H", "H", "H", "H", "H", "H", "H", "H", "H", "H", "H", "H", "H", "H", "H", "H", "H", "H", "H", "H", "H", "H", "H", "H", "H", "H", "H", "H", "H", "H", "H"],
  "coordinates": [[-3.48, 2.49, 1.73], [-4.08, -1.00, 1.95], [-5.42, -0.52, -1.37], [-2.80, -4.03, 3.71], [-2.39, 0.59, 3.83], [-0.20, -2.83, -0.26], [3.13, 3.07, -0.56], [2.66, 1.86, 1.19], [4.37, 1.38, -0.04], [-4.57, 1.90, -1.18], [-1.85, 2.27, -2.23], [-0.20, 7.27, -1.82], [-0.70, 1.65, 1.67], [-1.17, 1.48, 4.50], [0.02, -0.64, 2.94], [1.36, 6.87, -0.28], [-2.88, -0.60, 4.88], [0.42, -2.08, -3.58], [1.00, 8.98, -0.98], [-1.23, 3.26, -0.35], [1.38, -0.98, 0.93], [-1.67, 0.84, -0.32], [-0.98, -2.54, 2.29], [0.74, -3.32, -5.58], [-2.06, -0.18, 2.06], [-0.06, 5.84, -1.77], [-1.90, -3.33, -0.65], [-0.43, -0.51, -2.03], [0.82, -1.01, -2.73], [3.10, 1.82, -0.07], [-1.84, -3.23, 2.76], [-1.85, 1.08, 1.15], [-4.21, 0.80, -1.10], [-2.82, 0.20, -1.03], [-0.85, -1.15, 1.93], [0.34, -1.43, 4.07], [2.49, -1.90, 0.91], [2.44, -3.18, 1.74], [1.17, -0.56, 5.04], [0.77, 1.18, -0.84], [-0.32, 0.09, -0.60], [0.06, -1.11, 0.44], [0.63, 5.64, -0.44], [2.29, 0.92, -0.99], [1.00, -3.83, -1.20], [0.75, 7.82, -1.02], [0.98, -1.99, -4.88], [-1.60, 2.33, -1.04], [-0.56, -1.71, 4.62], [2.06, -1.79, -4.83], [-0.78, 0.32, -2.64], [1.46, -4.05, -5.22], [-0.08, 5.54, 0.38], [2.65, 1.19, -1.98], [0.89, -2.35, 3.92], [1.90, -3.37, -1.58], [-1.95, -4.41, -0.56], [0.53, 1.69, -1.77], [-1.00, 1.27, 5.43], [-1.02, 5.35, -1.82], [-2.91, -0.83, -0.71], [-0.85, 2.59, 1.82], [1.24, -0.23, -3.38], [2.82, -2.16, -0.11], [1.48, -3.70, 1.72], [3.18, -3.87, 1.33], [1.33, -4.67, -0.59], [-2.63, -2.89, 0.03], [-2.23, -3.08, -1.66], [3.36, -1.35, 1.28], [0.71, 1.97, -0.10], [2.00, -1.15, 5.42], [-0.27, -3.65, -5.33], [0.50, -4.27, -2.06], [2.67, -0.08, -0.86], [0.84, -3.20, -6.65], [2.78, -2.98, 2.76], [-2.63, 0.11, -2.10], [0.58, -0.17, 5.85], [0.56, 5.52, -2.61], [-2.48, -0.44, 5.75], [0.50, -1.19, -5.46], [1.60, 0.25, 4.45], [1.64, -1.37, -2.10], [1.66, -0.04, 1.15], [1.31, 4.79, -0.43], [-1.21, -1.25, -2.17]],
  "lowdin_charge": [1.09, 1.07, 0.62, 0.71, 0.71, 1.00, 0.14, 0.14, 0.13, 0.04, 0.08, 0.06, -0.06, -0.26, -0.16, 0.06, -0.33, -0.17, 0.16, 0.01, -0.03, 0.01, 0.03, -0.07, -0.73, -0.11, -0.26, -0.15, -0.20, -0.62, -0.85, -0.77, -0.83, -0.19, -0.38, -0.25, -0.26, -0.09, -0.04, -0.08, -0.19, -0.29, -0.13, -0.06, -0.26, -0.58, -0.27, -0.67, 0.10, 0.12, 0.12, 0.07, 0.13, 0.14, 0.10, 0.03, 0.05, 0.13, 0.05, 0.12, 0.05, 0.08, 0.12, 0.08, 0.04, 0.08, 0.04, -0.01, 0.04, 0.12, 0.10, 0.07, 0.08, 0.04, 0.09, 0.08, 0.06, 0.13, 0.05, 0.13, 0.06, 0.12, 0.09, 0.09, 0.10, 0.11, 0.08],
  "total_energy_ha": -4403.77272,
  "total_charge": 0
}

=====

{
  "formula": "CH4BNO3",
  "method": "wB97M-V/def2-TZVPD",
  "species": ["O", "O", "O", "N", "C", "B", "H", "H", "H", "H"],
  "coordinates": [[-0.46, -1.30, 0.18], [-0.66, 1.98, -0.50], [0.46, -0.17, 2.07], [1.49, 1.82, -0.02], [0.24, 1.34, 0.05], [0.01, -0.16, 0.83], [2.33, 1.76, 0.53], [0.56, -1.04, 2.49], [-0.70, -2.05, 0.68], [1.58, 2.68, -0.61]],
  "lowdin_charge": [0.17, 0.02, 0.21, 0.13, -0.43, -0.53, 0.10, 0.13, 0.07, 0.13],
  "e_above_lowest_kj_mol": 88.6,
  "smiles": "NC(=O)B(O)O",
  "total_charge": 0
}